The following is a quantum chemistry calculation of an isolated molecule of C12H19N3O3 in a non-equilibrium geometry, from the OMol25 dataset.

Computed properties:
SMILES: Cc1nc(N)[nH]c(=O)c1CCC(=O)OCC(C)C
Frontier orbital gap: 8.8 eV
Energy above the lowest of the compared OMol25 structures with the same formula, charge and spin: 1190.7 kJ/mol
E_HOMO: -8.4 eV

Last column: Mulliken charge in e.
Atoms and positions in Å:
C (-2.929, -1.420, -1.425)  -1.1608
C (-2.197, -0.646, -0.405)  1.3105
N (-2.668, 0.710, -0.548)  -0.7134
C (-2.238, 1.325, 0.663)  0.3399
N (-2.519, 2.797, 0.416)  -0.4672
N (-1.409, 0.889, 1.540)  0.0047
C (-0.941, -0.409, 1.569)  0.0270
O (-0.261, -0.903, 2.366)  -0.6336
C (-1.390, -1.113, 0.524)  0.0000
C (-1.129, -2.832, 0.452)  -1.3156
C (-0.014, -2.948, -0.230)  -0.0080
C (1.294, -2.312, 0.201)  0.2558
O (2.136, -2.677, 0.848)  -0.3944
O (1.276, -0.751, -0.250)  -0.2319
C (2.139, 0.050, 0.480)  -1.8154
C (1.893, 1.410, -0.261)  1.2810
C (2.077, 1.560, -1.518)  -1.3086
C (2.920, 2.424, 0.563)  -1.5443
H (-3.579, -2.327, -1.109)  0.2458
H (-2.179, -1.610, -2.146)  0.3751
H (-3.618, -0.762, -2.240)  0.2842
H (-1.863, 3.371, 1.028)  0.1716
H (-2.993, 3.319, -0.288)  0.2059
H (-1.100, 1.684, 2.110)  0.2914
H (-0.853, -2.830, 1.623)  0.2938
H (-1.992, -3.297, 0.116)  0.5711
H (-0.140, -2.552, -1.351)  0.1655
H (0.273, -4.107, -0.371)  0.2672
H (3.171, -0.260, 0.034)  0.4137
H (2.052, -0.056, 1.328)  1.1280
H (0.924, 1.631, 0.083)  -0.1776
H (1.975, 2.571, -2.009)  0.3201
H (1.496, 0.796, -2.009)  0.3712
H (3.232, 1.395, -2.131)  0.2228
H (2.644, 2.194, 1.639)  0.3362
H (2.707, 3.574, 0.177)  0.2788
H (3.803, 2.113, 0.530)  0.6095